(1)
Below is an isolated molecule of C5H11N, with properties calculated with the ωB97M-V functional and the def2-TZVPD basis.

As for the SMILES: CC(C)=C(C)N. The value obtained for the total energy is -251.786897 a.u.

Atoms and positions in Å:
C: 0.28 1.91 0.49
C: -0.17 0.38 0.58
C: -1.14 -0.22 1.53
C: 0.17 -0.33 -0.50
C: -0.23 -1.83 -0.63
N: 1.16 0.23 -1.41
H: -0.06 2.29 -0.47
H: -0.49 2.43 0.93
H: 1.36 2.13 0.54
H: -0.71 -0.98 2.18
H: -1.45 0.61 2.30
H: -2.10 -0.70 1.13
H: -1.28 -1.87 -0.51
H: 0.27 -2.30 0.22
H: -0.16 -2.25 -1.61
H: 2.02 -0.27 -1.26
H: 0.95 -0.16 -2.41

---

(2)
Below is a cluster of 2 separate species, C5H11N in total, with properties calculated with the ωB97M-V functional and the def2-TZVPD basis.

As for the SMILES: C=CC.C=CN. The value obtained for the total energy is -251.804402 a.u.

Atoms and positions in Å:
C: 1.14 0.95 -1.35
C: 0.65 0.14 -2.25
C: 1.21 -1.23 -2.51
H: 0.85 1.97 -1.13
H: 1.97 0.71 -0.68
H: -0.14 0.52 -2.91
H: 1.44 -1.76 -1.57
H: 0.54 -1.86 -3.10
H: 2.15 -1.18 -3.04
C: -2.22 0.71 2.77
C: -1.01 0.18 2.68
N: -0.47 -0.49 1.58
H: -3.00 0.71 2.02
H: -2.47 1.19 3.70
H: -0.33 0.19 3.53
H: -0.87 -0.23 0.69
H: 0.53 -0.53 1.56

---

(3)
Below is a cluster of 2 separate species, C5H11N in total, with properties calculated with the ωB97M-V functional and the def2-TZVPD basis.

The value obtained for the total energy is -251.721579 a.u.

Atoms and positions in Å:
C: 1.94 0.08 -0.23
N: 0.96 -0.04 0.62
C: 0.74 -0.20 2.05
C: -0.26 -0.40 0.98
C: -1.08 1.56 -1.77
C: -1.01 -1.58 0.47
H: 1.75 -0.13 -1.27
H: -0.10 2.01 -1.95
H: 2.89 0.47 0.12
H: 0.72 0.70 2.66
H: 1.33 -1.03 2.48
H: -1.17 1.29 -0.71
H: -1.19 0.66 -2.39
H: -1.86 2.28 -2.04
H: -1.91 -1.76 1.07
H: -1.34 -1.41 -0.56
H: -0.40 -2.50 0.48

---

(4)
Below is a cluster of 2 separate species, C5H11N in total, with properties calculated with the ωB97M-V functional and the def2-TZVPD basis.

As for the SMILES: C=CC.C=CN. The value obtained for the total energy is -251.746953 a.u.

Atoms and positions in Å:
C: 1.61 -2.29 -2.85
C: 1.01 -1.23 -3.43
C: 1.08 0.14 -2.89
H: 1.36 -3.24 -3.39
H: 2.47 -2.24 -2.26
H: 0.44 -1.36 -4.37
H: 0.80 0.08 -1.89
H: 0.44 0.83 -3.35
H: 2.16 0.55 -2.98
C: -1.25 2.18 3.40
C: -0.89 0.96 3.43
N: -1.98 0.02 3.24
H: -2.31 2.59 3.25
H: -0.55 2.96 3.41
H: 0.17 0.81 3.39
H: -2.80 0.35 3.80
H: -1.76 -1.10 3.53

---

(5)
Below is a structure of composition C5H11N, with properties calculated with the ωB97M-V functional and the def2-TZVPD basis.

The value obtained for the total energy is -251.769232 a.u.

Atoms and positions in Å:
C: 2.44 -0.48 0.09
C: 3.65 0.20 -0.34
C: -2.03 -0.28 0.97
C: -3.47 -0.83 -1.07
C: -2.22 -0.53 -0.31
N: 1.41 -0.89 0.37
H: 2.60 2.90 1.07
H: 3.96 0.90 0.38
H: 4.51 -0.50 -0.43
H: 3.36 0.74 -1.26
H: -2.79 -0.23 1.73
H: -1.04 -0.10 1.40
H: 2.50 2.58 1.78
H: -3.70 -1.94 -0.86
H: -3.50 -0.59 -2.16
H: -4.35 -0.42 -0.48
H: -1.34 -0.54 -0.87

---

(6)
Below is an isolated molecule of C5H11N, with properties calculated with the ωB97M-V functional and the def2-TZVPD basis.

As for the SMILES: CN1CC1(C)C. The value obtained for the total energy is -251.813117 a.u.

Atoms and positions in Å:
C: 1.92 -0.16 -0.58
N: 0.89 0.63 0.04
C: 0.37 0.43 1.37
C: -0.47 0.17 0.16
C: -1.44 1.17 -0.46
C: -0.86 -1.30 -0.03
H: 1.86 -1.24 -0.38
H: 1.84 0.00 -1.67
H: 2.90 0.21 -0.26
H: 0.25 1.32 1.98
H: 0.69 -0.46 1.93
H: -2.44 0.73 -0.62
H: -1.03 1.45 -1.43
H: -1.54 2.08 0.14
H: -1.63 -1.56 0.72
H: -1.28 -1.49 -1.02
H: -0.02 -1.98 0.13

---

(7)
Below is an isolated molecule of C5H11N, with properties calculated with the ωB97M-V functional and the def2-TZVPD basis.

As for the SMILES: CC[C@H]1CN1C. The value obtained for the total energy is -251.738122 a.u.

Atoms and positions in Å:
C: -2.19 -0.80 -0.98
C: -1.33 0.45 -0.64
C: -0.13 0.13 0.22
C: 1.11 -0.31 -0.45
N: 1.41 0.90 0.24
C: 2.03 0.48 1.53
H: -1.59 -1.64 -1.34
H: -2.76 -1.15 -0.11
H: -2.92 -0.56 -1.77
H: -1.01 0.92 -1.58
H: -1.98 1.16 -0.11
H: -0.06 0.64 1.17
H: 1.05 -0.09 -1.52
H: 1.69 -1.20 -0.23
H: 2.08 1.28 2.27
H: 3.06 0.17 1.30
H: 1.54 -0.39 2.02

---

(8)
Below is an isolated molecule of C5H11N, with properties calculated with the ωB97M-V functional and the def2-TZVPD basis.

As for the SMILES: CC(C)=C(C)N. The value obtained for the total energy is -251.818242 a.u.

Atoms and positions in Å:
C: -0.15 -0.99 1.64
C: -0.06 0.12 0.66
C: -0.02 1.57 1.17
C: 0.19 -0.17 -0.65
C: -0.10 0.95 -1.66
N: 0.13 -1.51 -1.18
H: -0.79 -1.74 1.25
H: 0.81 -1.40 1.69
H: -0.44 -0.85 2.67
H: 0.66 1.77 1.96
H: 0.26 2.21 0.31
H: -1.05 1.95 1.58
H: 0.84 1.21 -2.22
H: -0.51 1.78 -1.22
H: -0.81 0.52 -2.40
H: 0.32 -2.10 -0.35
H: 0.72 -1.67 -1.97

---

(9)
Below is a cluster of 2 separate species, C5H11N2 in total, with properties calculated with the ωB97M-V functional and the def2-TZVPD basis.

As for the total charge: +1. The value obtained for the total energy is -306.279749 a.u.

Atoms and positions in Å:
C: 1.40 -0.48 1.16
C: -1.18 1.73 -0.35
C: -0.48 1.27 -1.58
C: -1.36 0.35 -0.92
C: -1.90 -0.86 -0.83
N: 1.01 -1.06 0.05
N: 2.04 -1.06 2.13
H: -0.65 1.94 0.61
H: -1.93 2.54 -0.31
H: -1.02 1.59 -2.37
H: 0.55 1.19 -1.85
H: -1.78 -1.62 -1.49
H: -2.55 -1.21 -0.07
H: 1.11 0.56 1.30
H: 0.48 -0.46 -0.57
H: 1.37 -1.98 -0.12
H: 2.20 -0.58 3.04
H: 2.68 -1.85 2.17

---

(10)
Below is the ion C5H11N2 with charge +1, with properties calculated with the ωB97M-V functional and the def2-TZVPD basis.

As for the SMILES: C=[N+]=CC(C)(C)N. As for the total charge: +1. The value obtained for the total energy is -306.274113 a.u.

Atoms and positions in Å:
C: 1.31 -2.25 -0.40
N: 0.47 -1.60 -0.99
C: -0.35 -0.73 -1.09
C: -0.34 0.38 0.09
C: -1.73 1.05 0.00
C: 0.86 1.32 -0.07
N: -0.05 -0.33 1.30
H: 1.03 -2.90 0.35
H: 2.36 -2.23 -0.62
H: -1.04 -0.46 -1.96
H: -2.41 0.29 -0.02
H: -1.97 1.48 -0.88
H: -1.80 1.77 0.76
H: 1.01 1.95 0.89
H: 0.76 2.19 -0.82
H: 1.75 0.80 -0.28
H: -0.81 -0.47 2.00
H: 0.95 -0.26 1.73

---

(11)
Below is the ion C5H11N2 with charge +1, with properties calculated with the ωB97M-V functional and the def2-TZVPD basis.

As for the SMILES: C/C=C(C)\[NH+]=C\N. As for the total charge: +1. The value obtained for the total energy is -306.260625 a.u.

Atoms and positions in Å:
C: -0.09 2.14 -1.15
C: -0.89 0.67 -0.95
C: -0.81 -0.37 -0.13
C: -2.01 -1.44 -0.20
N: 0.38 -0.64 0.69
C: 1.62 -0.37 0.55
N: 2.49 -0.62 1.48
H: 0.08 1.55 -2.08
H: 0.77 2.38 -0.42
H: -0.45 3.25 -1.09
H: -1.96 0.78 -1.35
H: -2.89 -0.97 0.24
H: -1.80 -2.23 0.50
H: -1.98 -1.79 -1.27
H: 0.07 -1.35 1.44
H: 1.83 0.45 -0.18
H: 3.46 -0.34 1.54
H: 2.18 -1.10 2.37

---

(12)
Below is the ion C5H11N2 with charge +1, with properties calculated with the ωB97M-V functional and the def2-TZVPD basis.

As for the SMILES: [NH2+]=C1CCNCC1. As for the total charge: +1. The value obtained for the total energy is -306.342386 a.u.

Atoms and positions in Å:
N: -0.99 -1.08 -1.70
C: -0.22 -0.45 -0.86
C: 0.33 0.93 -1.09
C: 0.26 1.50 0.38
N: -0.63 0.61 1.03
C: 0.00 -0.63 1.48
C: 0.55 -1.27 0.16
H: -1.58 -0.53 -2.37
H: -1.27 -2.08 -1.38
H: -0.14 1.66 -1.79
H: 1.29 0.94 -1.62
H: 1.26 1.64 0.83
H: -0.11 2.48 0.39
H: -0.91 1.05 1.92
H: -0.84 -1.25 1.81
H: 0.68 -0.53 2.36
H: 1.64 -1.07 0.06
H: 0.27 -2.34 -0.05